1.
Formula: C22H30F6MgN7O4S2
Source: the Open Molecules 2025 dataset
Level of theory: ωB97M-V with the def2-TZVPD basis set

Atoms and positions in Å:
Mg  0.95  0.84  -0.61
F  3.93  2.08  0.42
C  4.62  2.03  -0.72
F  5.00  3.25  -1.05
F  5.68  1.26  -0.53
S  3.60  1.30  -2.13
O  2.67  0.37  -1.47
O  4.55  0.73  -3.01
N  2.84  2.55  -2.72
S  1.45  2.73  -2.04
O  0.44  1.81  -2.49
O  1.54  2.73  -0.58
C  0.93  4.45  -2.44
F  -0.26  4.60  -1.87
F  0.84  4.65  -3.74
F  1.80  5.29  -1.90
C  -3.39  -0.72  0.88
N  -3.01  0.63  1.23
C  -4.11  1.40  1.80
C  -1.80  1.20  0.97
N  -1.02  0.89  -0.04
C  -1.56  0.25  -1.20
C  -2.63  0.81  -1.85
C  -3.17  0.23  -3.01
C  -2.60  -0.89  -3.54
C  -1.44  -1.46  -2.95
C  -0.80  -2.56  -3.57
C  0.36  -3.07  -3.05
C  0.88  -2.55  -1.85
C  0.25  -1.53  -1.18
N  0.79  -1.05  0.05
C  1.11  -1.90  1.00
N  1.96  -1.53  2.00
C  1.68  -1.87  3.38
C  2.77  -0.34  1.84
N  0.61  -3.16  1.12
C  -0.67  -3.58  0.58
C  1.44  -4.26  1.60
C  -0.91  -0.91  -1.75
N  -1.41  2.14  1.87
C  -1.52  1.90  3.30
C  -0.47  3.19  1.51
H  -3.86  -1.19  1.74
H  -2.51  -1.30  0.60
H  -4.09  -0.75  0.04
H  -4.96  1.39  1.11
H  -3.81  2.43  1.96
H  -4.44  0.98  2.75
H  -3.04  1.73  -1.46
H  -4.03  0.68  -3.48
H  -3.00  -1.35  -4.43
H  -1.22  -2.97  -4.47
H  0.87  -3.88  -3.55
H  1.80  -2.95  -1.45
H  0.87  -2.59  3.45
H  1.38  -0.97  3.93
H  2.56  -2.29  3.86
H  3.18  -0.32  0.83
H  3.60  -0.38  2.55
H  2.20  0.58  2.02
H  -1.27  -2.71  0.33
H  -1.19  -4.16  1.34
H  -0.55  -4.19  -0.32
H  2.43  -3.91  1.86
H  1.53  -5.01  0.81
H  0.98  -4.75  2.47
H  -2.13  1.02  3.49
H  -1.98  2.76  3.80
H  -0.53  1.74  3.73
H  -0.61  3.46  0.46
H  0.57  2.91  1.67
H  -0.69  4.07  2.12

As for the total charge: +1. The HOMO energy comes out at -0.382 Ha. As for the orbital gap: 8.2 eV. The value obtained for the energy above the lowest of the compared OMol25 structures with the same formula, charge and spin is 73.4 kJ/mol.

Löwdin atomic charge list, values in e, 5 entries:
1 Mg 0.581
2 F 0.132
3 C -0.652
4 F 0.169
5 F 0.166

2.
Formula: C22H30FN3O3
Source: the Open Molecules 2025 dataset
Level of theory: ωB97M-V with the def2-TZVPD basis set

Atoms and positions in Å:
C  -2.93  0.27  -4.36
O  -2.49  1.49  -3.81
C  -2.34  1.58  -2.46
C  -2.55  0.54  -1.56
C  -2.36  0.75  -0.21
C  -1.95  1.98  0.30
C  -1.68  2.16  1.77
N  -0.29  1.93  2.18
C  0.64  2.99  1.90
C  1.51  2.69  0.66
N  2.24  1.48  0.95
C  1.68  0.47  1.64
O  2.32  -0.51  1.98
C  0.18  0.59  1.86
C  -0.29  -0.42  2.92
C  -0.81  -1.67  2.23
O  -2.00  -1.89  2.06
N  0.17  -2.48  1.79
C  -0.10  -3.69  1.04
C  0.01  -3.49  -0.48
C  1.40  -3.07  -0.89
C  2.41  -3.93  -0.88
C  3.82  -3.58  -1.24
C  3.90  -2.25  -1.99
C  3.04  -1.22  -1.26
C  1.57  -1.64  -1.32
C  -1.76  3.00  -0.63
F  -1.38  4.23  -0.19
C  -1.95  2.83  -1.98
H  -3.00  0.44  -5.43
H  -3.91  -0.02  -3.98
H  -2.21  -0.54  -4.17
H  -2.86  -0.44  -1.90
H  -2.55  -0.07  0.48
H  -1.94  3.17  2.09
H  -2.30  1.45  2.33
H  1.32  3.09  2.76
H  0.11  3.93  1.77
H  0.87  2.55  -0.22
H  2.20  3.50  0.46
H  3.23  1.43  0.76
H  -0.23  0.29  0.88
H  -1.09  0.02  3.51
H  0.54  -0.67  3.58
H  1.13  -2.16  1.87
H  0.60  -4.46  1.36
H  -1.12  -3.99  1.29
H  -0.26  -4.43  -0.96
H  -0.72  -2.73  -0.78
H  2.24  -4.95  -0.57
H  4.25  -4.38  -1.86
H  4.41  -3.53  -0.33
H  3.53  -2.38  -3.00
H  4.93  -1.92  -2.04
H  3.16  -0.23  -1.72
H  3.35  -1.16  -0.22
H  0.97  -0.99  -0.67
H  1.19  -1.52  -2.34
H  -1.80  3.65  -2.66

Its SMILES is COc1ccc(CN2CCNC(=O)[C@H]2CC(=O)NCCC2=CCCCC2)c(F)c1. The HOMO energy comes out at -0.315 Ha. As for the orbital gap: 9.2 eV. The value obtained for the energy above the lowest of the compared OMol25 structures with the same formula, charge and spin is 173.4 kJ/mol.

natural (NBO) atomic charge list, values in e, 5 entries:
1 C -0.255
2 O -0.508
3 C 0.406
4 C -0.367
5 C -0.114

3.
Formula: C22H30FNO6PRuS2
Source: the Open Molecules 2025 dataset
Level of theory: ωB97M-V with the def2-TZVPD basis set

Atoms and positions in Å:
Ru  -0.26  0.76  1.23
C  -1.65  5.37  2.10
C  -1.57  3.92  2.51
O  -0.49  3.26  1.82
P  1.04  3.28  2.39
S  1.87  2.05  1.04
S  1.11  2.90  4.29
O  1.63  4.74  2.15
C  1.73  5.31  0.83
C  2.24  6.72  0.97
H  -2.48  5.85  2.62
H  -1.81  5.46  1.03
H  -0.73  5.90  2.37
H  -2.47  3.37  2.22
H  -1.43  3.80  3.59
H  0.74  5.28  0.35
H  2.40  4.69  0.23
H  1.51  7.35  1.49
H  2.43  7.15  -0.01
H  3.16  6.73  1.55
C  -2.55  -3.10  -4.75
C  -1.05  -2.84  -4.66
C  -0.20  -4.05  -5.03
C  -0.38  -5.16  -4.01
C  -0.15  -4.65  -2.61
C  0.23  -5.49  -1.60
C  0.46  -5.00  -0.32
F  0.82  -5.88  0.64
C  0.33  -3.68  -0.01
C  -0.06  -2.80  -1.03
C  -0.20  -1.38  -0.73
O  0.08  -1.01  0.45
C  -0.60  -0.53  -1.78
C  -0.81  -1.08  -3.02
N  -0.69  -2.38  -3.31
C  -0.30  -3.28  -2.32
C  -0.81  0.96  -1.66
O  -0.85  1.63  -2.68
O  -1.00  1.41  -0.47
H  -2.82  -3.42  -5.75
H  -3.10  -2.19  -4.51
H  -2.86  -3.87  -4.04
H  -0.79  -2.02  -5.33
H  0.85  -3.75  -5.06
H  -0.48  -4.39  -6.03
H  0.30  -5.99  -4.21
H  -1.39  -5.58  -4.08
H  0.37  -6.55  -1.79
H  0.51  -3.30  0.99
H  -1.09  -0.42  -3.83
C  -2.02  0.57  2.17
H  -2.05  1.35  2.94
H  -2.12  -0.41  2.64
H  -2.81  0.72  1.43
C  2.75  -0.68  2.78
C  1.49  -0.54  3.57
C  1.59  -0.66  5.06
O  0.39  -0.38  3.05
H  3.19  -1.66  3.02
H  3.46  0.09  3.09
H  2.56  -0.60  1.72
H  2.45  -1.24  5.38
H  0.67  -1.07  5.47
H  1.70  0.37  5.43

Its expectation value of S² is 0.755. The HOMO energy (spin up / spin down) comes out at -0.273 / -0.273 Ha. As for the orbital gap (spin up / spin down): 6.9 / 6.8 eV. Its spin multiplicity is 2. The value obtained for the energy above the lowest of the compared OMol25 structures with the same formula, charge and spin is 111.6 kJ/mol.

natural (NBO) atomic charge list, values in e, 5 entries:
1 Ru 1.039
2 C -0.637
3 C -0.070
4 O -0.843
5 P 1.657

Please write out number 2 again, unchanged.
Formula: C22H30FN3O3
Source: the Open Molecules 2025 dataset
Level of theory: ωB97M-V with the def2-TZVPD basis set

Atoms and positions in Å:
C  -2.93  0.27  -4.36
O  -2.49  1.49  -3.81
C  -2.34  1.58  -2.46
C  -2.55  0.54  -1.56
C  -2.36  0.75  -0.21
C  -1.95  1.98  0.30
C  -1.68  2.16  1.77
N  -0.29  1.93  2.18
C  0.64  2.99  1.90
C  1.51  2.69  0.66
N  2.24  1.48  0.95
C  1.68  0.47  1.64
O  2.32  -0.51  1.98
C  0.18  0.59  1.86
C  -0.29  -0.42  2.92
C  -0.81  -1.67  2.23
O  -2.00  -1.89  2.06
N  0.17  -2.48  1.79
C  -0.10  -3.69  1.04
C  0.01  -3.49  -0.48
C  1.40  -3.07  -0.89
C  2.41  -3.93  -0.88
C  3.82  -3.58  -1.24
C  3.90  -2.25  -1.99
C  3.04  -1.22  -1.26
C  1.57  -1.64  -1.32
C  -1.76  3.00  -0.63
F  -1.38  4.23  -0.19
C  -1.95  2.83  -1.98
H  -3.00  0.44  -5.43
H  -3.91  -0.02  -3.98
H  -2.21  -0.54  -4.17
H  -2.86  -0.44  -1.90
H  -2.55  -0.07  0.48
H  -1.94  3.17  2.09
H  -2.30  1.45  2.33
H  1.32  3.09  2.76
H  0.11  3.93  1.77
H  0.87  2.55  -0.22
H  2.20  3.50  0.46
H  3.23  1.43  0.76
H  -0.23  0.29  0.88
H  -1.09  0.02  3.51
H  0.54  -0.67  3.58
H  1.13  -2.16  1.87
H  0.60  -4.46  1.36
H  -1.12  -3.99  1.29
H  -0.26  -4.43  -0.96
H  -0.72  -2.73  -0.78
H  2.24  -4.95  -0.57
H  4.25  -4.38  -1.86
H  4.41  -3.53  -0.33
H  3.53  -2.38  -3.00
H  4.93  -1.92  -2.04
H  3.16  -0.23  -1.72
H  3.35  -1.16  -0.22
H  0.97  -0.99  -0.67
H  1.19  -1.52  -2.34
H  -1.80  3.65  -2.66

Its SMILES is COc1ccc(CN2CCNC(=O)[C@H]2CC(=O)NCCC2=CCCCC2)c(F)c1. The HOMO energy comes out at -0.315 Ha. As for the orbital gap: 9.2 eV. The value obtained for the energy above the lowest of the compared OMol25 structures with the same formula, charge and spin is 173.4 kJ/mol.

natural (NBO) atomic charge list, values in e, 5 entries:
1 C -0.255
2 O -0.508
3 C 0.406
4 C -0.367
5 C -0.114

- Number 1 is which compound?
  C22H30F6MgN7O4S2

- What is the energy above the lowest of the compared OMol25 structures with the same formula, charge and spin in the third record?
  111.6 kJ/mol